C13H10AuN3O8 | ωB97M-V/def2-TZVPD

```
35
Properties=species:S:1:pos:R:3:forces:R:3:nbo_charge:R:1
Au 1.841 0.711 -0.496 0.1 0.3 -0.3 1.309
O -0.706 2.779 2.498 0.0 0.0 0.0 -0.627
C -0.016 2.000 1.697 0.0 0.0 0.0 0.778
O -0.311 1.697 0.569 -0.1 -0.1 0.1 -0.580
C 1.225 1.461 2.372 0.0 0.0 0.0 0.118
C 1.474 1.609 3.729 0.0 0.0 0.0 -0.146
C 2.596 1.007 4.269 0.0 0.0 0.0 -0.101
C 3.430 0.254 3.448 0.0 0.0 0.0 -0.166
C 3.130 0.157 2.105 0.0 0.0 0.0 0.072
N 2.054 0.773 1.588 0.0 0.0 0.1 -0.453
C 3.893 -0.668 1.102 0.0 0.0 0.0 0.801
O 4.961 -1.325 1.445 0.0 0.0 0.0 -0.574
O 3.503 -0.750 -0.058 -0.1 -0.1 0.1 -0.604
H -1.508 3.104 2.053 0.0 0.0 0.0 0.535
H 0.788 2.179 4.338 0.0 0.0 0.0 0.282
H 2.816 1.102 5.324 0.0 0.0 0.0 0.271
H 4.289 -0.240 3.880 0.0 0.0 0.0 0.245
H 5.235 -1.216 2.368 0.0 0.0 0.0 0.519
C 1.806 -1.640 -3.548 0.0 0.0 0.0 -0.707
C 1.588 -0.196 -3.639 0.0 -0.1 0.0 0.590
N 1.610 0.694 -2.616 0.0 -0.1 0.0 -0.553
C 1.401 1.904 -3.122 0.0 0.0 0.0 0.201
C 1.222 1.789 -4.541 0.0 0.1 0.1 0.260
N 1.348 0.485 -4.799 0.0 0.2 0.0 -0.485
C 0.939 2.796 -5.646 0.0 -0.1 -0.5 0.731
O 0.879 4.035 -5.302 0.0 -0.3 -0.1 -0.591
O 0.806 2.300 -6.735 0.0 -0.1 0.1 -0.497
C 1.376 3.143 -2.261 0.0 -0.3 0.0 0.745
O 1.166 4.192 -2.863 0.1 0.2 0.6 -0.571
O 1.575 2.924 -1.042 0.0 -0.1 0.1 -0.676
H 1.820 -1.968 -2.512 0.0 0.0 0.0 0.274
H 2.769 -1.885 -4.012 0.0 0.0 0.0 0.305
H 1.037 -2.178 -4.108 0.0 0.0 0.0 0.296
H 1.262 0.118 -5.748 0.0 -0.1 0.0 0.498
H 1.011 4.132 -4.285 -0.1 0.4 -0.3 0.500
```
Positions in Å, forces in eV/Å.

Summary:
<S²> = 2.01
HOMO energy (alpha / beta) = -16.5014 / -16.9208 eV
Net charge = +2
Multiplicity = 3
LUMO level (alpha / beta) = -7.68 / -10.83 eV
Relative energy (zero: lowest compared OMol25 entry of this formula, charge and spin) = 0.0 kJ/mol

C13H10Cl2N4OS | ωB97M-V/def2-TZVPD

```
31
Properties=species:S:1:pos:R:3:forces:R:3:nbo_charge:R:1
O -0.017 2.070 3.906 0.0 0.6 1.2 -0.634
Cl -2.721 1.890 -5.090 -0.8 -0.4 0.3 0.032
Cl 3.148 1.946 -3.068 0.5 0.0 0.5 0.046
N 1.169 -1.569 1.640 0.5 -0.3 -0.9 -0.490
N 1.185 -1.783 4.082 -0.5 -0.5 -2.1 -0.523
S 1.230 -0.610 -0.919 -1.1 0.1 1.1 0.337
C 0.359 0.920 4.068 -0.9 1.5 -2.1 0.618
C 0.893 -0.595 0.821 -0.5 0.7 1.2 0.274
C 0.992 -1.146 2.928 -0.6 2.2 1.4 0.571
C 0.565 0.149 5.263 -0.6 -0.6 -0.4 -0.406
C 0.852 -1.186 5.265 0.6 0.8 -1.1 0.283
C -0.157 2.250 -5.325 1.4 0.9 0.2 -0.210
C 1.191 2.432 -4.838 -1.6 -1.2 0.7 -0.203
C -0.827 1.344 -3.137 -1.9 -0.3 -0.4 -0.205
C -1.138 1.771 -4.446 1.1 0.2 -0.4 -0.048
C 1.513 1.897 -3.541 -2.4 0.4 -1.5 -0.056
C 0.459 1.365 -2.677 1.5 1.4 -3.0 -0.076
N 0.296 0.544 1.477 1.2 -2.0 1.2 -0.406
N 0.554 0.235 2.853 1.2 -4.0 0.2 -0.263
C 0.948 -1.983 6.550 1.1 0.5 -0.3 -0.647
C 0.697 1.131 -1.280 0.3 -0.9 1.3 -0.547
H 0.223 0.594 6.156 -0.1 0.8 0.8 0.230
H -0.422 2.593 -6.387 0.3 -0.6 1.9 0.245
H 1.895 2.985 -5.488 -0.2 -0.7 0.7 0.241
H -1.613 0.972 -2.406 0.8 0.6 -1.3 0.239
H 0.597 1.448 1.172 0.2 0.7 0.3 0.413
H 2.021 -2.309 6.653 -1.1 -0.2 -0.2 0.238
H 0.822 -1.273 7.380 -0.4 -0.5 -0.1 0.219
H 0.240 -2.832 6.564 0.5 0.5 0.1 0.239
H -0.149 1.517 -0.683 0.4 -0.6 -0.2 0.249
H 1.598 1.637 -1.088 0.9 1.1 0.9 0.241
```
Positions in Å, forces in eV/Å.

Summary:
HOMO energy = -8.6053 eV
SMILES = Cc1cc(=O)n2[nH]c(SCc3cc(Cl)ccc3Cl)nc2n1
Net charge = 0
LUMO level = 0.06 eV
Relative energy (zero: lowest compared OMol25 entry of this formula, charge and spin) = 116.1 kJ/mol

C13H10Cl3F9MoN5O7S2Si | ωB97M-V/def2-TZVPD

```
51
Properties=species:S:1:pos:R:3:forces:R:3:nbo_charge:R:1
Mo 0.790 -0.261 -0.259 0.5 -0.5 0.3 0.946
N -0.751 -1.718 0.671 0.3 0.1 0.1 -0.849
C -1.323 -2.562 -0.386 -0.1 -0.1 0.0 -0.317
C -0.239 -2.881 -1.423 -0.1 0.0 0.2 0.664
O -0.310 -3.926 -2.049 0.0 -0.1 0.0 -0.635
N 0.791 -1.999 -1.464 -0.1 0.4 -0.1 -0.667
C 2.105 -2.620 -1.585 0.0 -0.2 -0.1 -0.307
C 2.907 -2.121 -0.351 0.0 -0.1 0.0 0.569
O 3.859 -1.168 -0.757 0.1 0.2 -0.2 -0.920
O 2.075 -1.625 0.593 0.1 0.3 0.0 -0.752
H -0.066 -2.247 1.212 -0.1 0.0 0.1 0.430
H -1.433 -1.343 1.323 0.0 0.0 0.0 0.418
H -2.171 -2.055 -0.848 0.0 0.0 0.0 0.207
H -1.684 -3.521 -0.010 0.0 0.1 0.0 0.219
H 2.635 -2.318 -2.490 0.0 0.0 0.0 0.215
H 1.997 -3.705 -1.589 0.0 0.1 0.0 0.235
F 2.642 0.605 5.122 -0.1 0.0 -0.1 -0.308
C 2.662 0.863 3.814 0.2 -0.1 0.1 0.750
F 3.652 0.175 3.253 -0.2 0.1 0.1 -0.294
F 2.875 2.160 3.638 -0.1 0.0 -0.1 -0.298
S 1.080 0.333 3.027 -0.1 0.4 0.2 2.261
O 1.327 0.722 1.630 -0.5 0.0 0.0 -0.903
O 0.887 -1.060 3.281 0.0 -0.1 -0.1 -0.902
N 0.089 1.284 3.786 0.1 -0.2 -0.2 -1.215
S -1.442 1.330 3.400 0.0 0.0 -0.1 2.265
O -2.308 0.961 4.474 0.0 0.0 0.0 -0.911
O -1.711 0.782 2.085 0.0 0.0 0.2 -0.994
C -1.681 3.151 3.226 -0.1 0.1 -0.1 0.721
F -0.757 3.707 2.459 0.0 -0.1 -0.1 -0.297
F -2.886 3.373 2.679 0.1 -0.1 0.1 -0.320
F -1.649 3.739 4.421 0.0 0.0 0.1 -0.311
Cl 3.196 0.424 -3.281 0.0 0.0 0.1 -0.449
Si 3.095 0.254 -1.175 0.1 0.0 -0.1 1.378
Cl 4.393 1.717 -0.501 0.0 -0.1 -0.1 -0.392
Cl 3.873 -3.494 0.345 0.0 -0.1 0.1 -0.110
N -5.019 1.037 -4.904 0.1 0.0 0.1 -0.283
C -4.141 0.842 -4.190 0.0 0.0 0.0 0.273
C -3.035 0.598 -3.293 -0.2 0.0 -0.1 -0.110
C -1.783 0.283 -3.808 0.0 0.0 0.2 -0.201
C -0.752 0.050 -2.917 -0.2 0.0 0.2 0.118
N -0.935 0.116 -1.592 -0.3 0.2 -0.1 -0.452
C -2.138 0.443 -1.098 0.1 0.1 -0.2 0.077
C -3.223 0.686 -1.918 0.2 0.0 0.0 -0.206
H -1.607 0.219 -4.870 0.0 0.0 0.0 0.242
H 0.245 -0.198 -3.255 0.0 0.0 0.0 0.255
H -2.211 0.531 -0.021 0.0 0.0 0.0 0.256
H -4.181 0.944 -1.491 0.0 0.0 0.0 0.242
F 1.594 2.772 -0.156 0.0 0.0 0.1 -0.344
C 0.642 1.964 -0.661 0.1 -0.2 -0.1 0.763
F -0.529 2.441 -0.114 0.0 0.1 0.0 -0.378
F 0.553 2.318 -1.987 0.1 0.0 0.0 -0.379
```
Positions in Å, forces in eV/Å.

Summary:
<S²> = 2.02
HOMO energy (alpha / beta) = -6.0492 / -6.4248 eV
Net charge = -1
Multiplicity = 3
LUMO level (alpha / beta) = 0.91 / 0.78 eV
Relative energy (zero: lowest compared OMol25 entry of this formula, charge and spin) = 106.6 kJ/mol